Entry 1:
ORCA calculation (the ωB97M-V functional and the def2-TZVPD basis) on C35H53AsNOP2Yb as an isolated structure.

2S+1: 2
Maximum force, eV/Å: 4.4
Total charge: +2
Energy above the lowest of the compared OMol25 structures with the same formula, charge and spin, kJ/mol: 0.00

Each line ends with the Löwdin spin population.
Cartesian coordinates (Å):
C1 5.23 -3.35 -1.32  0.00
C2 -2.87 -0.38 -5.30  0.00
H1 5.25 -0.28 1.86  0.00
C3 -1.43 2.97 1.64  0.00
H2 3.17 -0.56 2.89  0.00
H3 -3.81 -0.38 -4.74  0.00
H4 4.08 -0.29 -2.67  0.01
Yb1 -1.38 -1.06 0.31  0.01
C4 -2.61 2.25 -1.73  0.00
C5 -0.69 3.91 0.91  0.00
C6 1.74 2.58 3.00  0.00
H5 5.06 -3.66 -0.28  0.00
P1 -1.68 -0.22 -2.65  0.00
H6 -0.45 0.78 4.92  0.00
H7 -3.93 -3.00 4.15  0.00
H8 6.24 -2.94 -1.40  0.00
C7 2.55 3.09 4.02  0.00
H9 -3.31 2.56 2.64  0.00
H10 2.92 3.19 6.15  0.00
C8 1.73 -0.88 -1.52  0.41
H11 1.90 -1.62 2.26  0.00
H12 2.56 -4.29 -0.21  0.00
H13 -1.91 -3.63 -1.31  0.00
H14 -1.10 1.71 -5.83  0.00
H15 1.95 2.82 1.96  0.00
As1 -0.54 1.22 1.87  0.00
H16 0.25 3.62 0.43  0.00
H17 -4.48 -0.63 4.65  0.00
C9 -2.33 -1.94 -2.58  0.00
C10 -3.05 0.78 -1.87  0.00
H18 -2.63 -2.20 -3.60  0.00
H19 -0.18 -1.76 2.38  0.00
H20 0.17 -4.55 -0.86  0.00
N1 -0.13 -2.57 -1.48  0.08
H21 -5.15 1.19 -1.91  0.00
C11 -3.58 -0.87 4.08  0.00
C12 -2.74 0.16 3.63  0.00
H22 -1.15 -3.75 -2.90  0.00
H23 3.39 3.74 3.76  0.00
H24 -0.78 -0.45 -4.80  0.00
C13 -1.60 -0.16 2.89  0.00
O1 0.92 -0.12 -0.87  0.31
C14 -1.36 1.61 -4.77  0.00
C15 -1.19 -1.51 2.76  0.00
H25 4.69 0.36 0.30  0.00
H26 1.47 -3.28 0.75  0.00
H27 -2.22 2.26 -4.58  0.00
C16 -3.12 4.64 2.08  0.00
C17 -2.36 5.60 1.41  0.00
H28 1.81 -1.03 -2.65  0.02
C18 2.28 2.78 5.36  0.00
H29 5.58 -0.64 -1.75  0.00
C19 2.66 -0.88 1.97  0.00
C20 -2.68 3.31 2.17  0.00
H30 1.17 -4.04 -2.21  0.00
C21 -1.67 0.13 -4.48  0.00
H31 -2.70 6.63 1.34  0.00
H32 -3.11 2.70 -0.86  0.00
C22 1.21 1.95 5.68  0.00
H33 -4.76 -0.38 -2.60  0.00
C23 1.89 -3.42 -0.26  0.02
H34 -3.16 0.37 -0.84  0.00
H35 -2.96 1.19 3.89  0.00
H36 5.76 -1.08 0.36  0.00
H37 5.19 -4.25 -1.95  0.00
C24 -4.42 0.66 -2.53  0.00
H38 -2.88 2.85 -2.62  0.00
H39 -2.68 -1.41 -5.65  0.00
H40 4.02 -2.44 1.38  0.00
C25 -3.26 -2.21 3.81  0.00
H41 0.60 -1.82 -2.15  0.02
P2 2.91 -1.95 -0.62  0.07
C26 4.18 -2.33 -1.84  0.00
H42 -0.50 1.97 -4.18  0.00
C27 4.82 -1.06 -2.43  0.01
C28 3.68 -1.47 0.98  0.01
H43 2.16 0.00 1.55  0.00
H44 -1.81 -3.58 2.94  0.00
C29 0.38 1.43 4.67  0.00
H45 -0.57 5.96 0.24  0.00
C30 -2.08 -2.53 3.13  0.00
C31 4.92 -0.57 0.85  0.00
C32 -1.15 5.23 0.79  0.00
C33 0.75 -3.72 -1.24  0.00
H46 1.00 1.69 6.72  0.00
H47 -3.01 0.25 -6.18  0.00
H48 -4.07 4.92 2.55  0.00
H49 3.61 -2.83 -2.65  0.00
H50 5.33 -1.33 -3.37  0.00
H51 -3.24 -1.97 -1.98  0.00
H52 -1.53 2.36 -1.56  0.00
H53 -4.44 1.12 -3.53  0.00
C34 0.64 1.77 3.33  0.00
C35 -1.38 -3.04 -2.09  0.01

=====

Entry 2:
ORCA calculation (the ωB97M-V functional and the def2-TZVPD basis) on C35H53BBrCa2Cl2F10LiN2O10PS as an isolated structure.

Maximum force, eV/Å: 7.6
Total charge: +1
Electronic energy, eV: -240726.7806

Each line ends with the Löwdin charge.
Cartesian coordinates (Å):
C1 0.87 0.52 1.13  -0.32
C2 2.35 -4.71 2.32  -0.13
H1 -8.10 -3.00 1.56  0.09
H2 1.23 -2.54 4.22  0.12
O1 -1.10 3.43 -11.11  0.09
O2 1.49 5.85 -13.16  0.19
C3 3.55 0.96 1.15  -0.07
H3 2.19 -4.26 3.34  0.08
C4 0.33 1.47 0.00  -0.16
H4 3.87 1.04 2.22  0.12
Cl1 -0.33 8.54 -9.05  0.58
H5 0.44 3.59 1.64  0.11
H6 2.88 4.06 2.79  0.07
C5 -6.53 -1.79 2.38  -0.08
Ca1 -2.59 -1.76 10.00  0.86
C6 4.74 0.73 0.15  -0.20
H7 7.51 -1.36 -0.85  0.09
C7 -4.81 -1.92 5.47  -0.20
H8 5.66 -1.15 1.01  0.00
C8 0.93 6.36 -12.19  -0.93
H9 1.07 -0.77 4.12  0.12
F1 -0.16 -4.97 7.64  -0.18
F2 -1.62 -5.04 9.02  -0.19
O3 -1.04 3.30 -8.97  0.08
O4 -4.76 -2.53 4.16  -0.04
H10 -1.76 4.64 -7.52  -0.08
C9 0.64 -1.73 3.69  -0.12
Br1 -3.27 5.11 -8.12  1.07
F3 -3.22 -0.26 -5.67  0.09
F4 -2.78 1.01 -3.77  0.06
C10 -2.40 -2.67 6.24  -0.19
H11 4.32 -0.93 4.99  0.08
H12 4.16 2.53 -1.06  0.10
P1 -0.18 -4.33 9.13  0.24
H13 -2.59 3.03 -7.60  0.06
H14 -2.37 -2.86 7.37  0.03
O5 -0.45 1.66 -2.15  0.00
H15 1.68 -5.24 -0.83  0.09
H16 -3.02 -0.64 5.38  0.11
C11 5.71 -0.38 0.20  -0.06
H17 -0.46 -1.59 6.42  0.12
N1 0.12 -0.78 1.26  -0.32
C12 -0.75 7.60 -7.62  -1.01
O6 -0.03 0.76 -1.19  -0.21
H18 2.07 -1.34 -0.77  0.07
H19 7.64 0.36 -2.80  0.10
C13 2.35 -0.08 0.88  -0.31
C14 0.20 -3.23 1.63  -0.10
H20 -0.45 -3.12 0.70  0.11
H21 -0.60 6.55 -7.84  0.00
H22 -1.31 1.34 -2.52  0.10
C15 0.83 1.36 2.48  -0.11
C16 1.96 3.55 3.17  0.01
C17 -0.92 -2.38 5.75  -0.19
C18 1.78 -4.29 -0.26  -0.07
C19 -1.77 3.83 -12.33  0.01
H23 3.39 -4.39 1.94  -0.17
C20 6.77 -0.52 -0.84  -0.07
H24 2.44 -5.83 2.48  0.10
H25 -0.63 1.95 0.40  0.13
Li1 -6.96 -0.56 5.20  0.69
C21 -1.75 3.72 -10.02  -0.52
O7 -4.43 -0.77 2.82  0.08
C22 3.85 -1.25 4.03  0.10
O8 -0.31 6.53 -12.08  0.17
N2 2.63 -0.52 -0.52  0.11
H26 -2.73 3.32 -12.43  0.11
C23 6.88 0.44 -1.98  -0.07
O9 -2.86 4.30 -9.97  -0.12
H27 -0.14 1.16 3.06  0.12
C24 0.78 -1.85 2.13  -0.29
H28 -5.34 -2.58 6.22  0.14
H29 1.34 -3.39 -0.80  0.07
H30 2.89 -4.04 -0.17  0.02
H31 2.85 -2.15 1.04  0.09
C25 -5.18 -1.66 3.15  -0.46
H32 -3.63 -1.00 7.05  0.03
H33 -0.30 -3.32 5.81  0.11
H34 -1.23 -0.76 4.31  0.09
F5 -3.33 2.06 -5.78  0.06
H35 0.29 -1.16 0.31  0.13
C26 -3.40 -1.47 6.03  -0.19
C27 1.01 2.91 2.32  -0.15
H36 -1.89 4.91 -12.36  0.09
S1 -1.63 -0.58 1.26  0.97
F6 -1.27 1.00 -5.55  0.07
F7 0.16 -2.91 8.44  -0.20
H37 1.08 2.26 -0.30  0.15
F8 -0.93 -3.22 10.09  -0.45
F9 1.41 -4.60 9.16  -0.16
H38 -0.96 3.15 -6.92  0.15
H39 -5.48 -0.99 5.38  0.04
Ca2 5.30 -4.08 1.83  0.70
C28 -1.64 3.55 -7.69  -0.20
H40 -7.17 -0.86 2.32  0.12
H41 2.36 0.21 -1.19  0.11
H42 -0.49 -3.70 2.39  0.13
H43 5.96 2.32 -2.88  0.10
C29 -0.83 -1.82 4.27  -0.22
H44 1.76 3.51 4.28  0.08
H45 -1.13 3.53 -13.16  0.11
H46 -1.56 -2.40 3.64  0.09
C30 1.23 -4.39 1.25  -0.35
H47 -6.35 -3.70 1.26  0.09
H48 0.59 -5.33 1.22  0.14
H49 -2.06 -1.55 0.37  -0.04
B1 -2.65 0.95 -5.20  -1.16
C31 4.89 1.69 -0.99  -0.05
H50 -2.86 -3.59 5.77  0.13
Cl2 -2.44 7.86 -7.15  0.49
F10 0.03 -5.19 10.48  -0.15
C32 5.92 1.57 -2.03  -0.07
C33 -6.98 -2.89 1.71  0.06
H51 3.13 1.98 0.87  0.10
C34 2.32 -1.45 1.77  -0.11
C35 3.36 -1.50 2.95  -0.16
H52 -0.11 7.90 -6.80  0.04
H53 1.70 1.00 3.11  0.11
O10 1.51 6.79 -11.16  0.19

=====

Entry 3:
ORCA calculation (the ωB97M-V functional and the def2-TZVPD basis) on C35H53BrN6O5P2SSiV as an isolated structure.

2S+1: 4
Maximum force, eV/Å: 3.2
Energy above the lowest of the compared OMol25 structures with the same formula, charge and spin, kJ/mol: 65.60

Each line ends with the Löwdin spin population.
Cartesian coordinates (Å):
C1 -2.15 2.84 1.07  0.00
H1 -2.51 1.27 -4.18  0.00
C2 -2.24 -1.89 -2.99  0.00
H2 3.31 2.08 -0.12  0.00
H3 3.33 -5.00 -4.86  0.00
H4 -2.95 -2.50 4.27  0.00
H5 -1.13 0.76 3.65  0.00
C3 3.25 -4.05 -4.35  0.00
H6 5.07 2.36 -0.10  0.00
C4 5.66 0.73 -2.31  0.00
C5 2.45 -2.89 0.82  0.01
C6 4.45 0.68 -1.36  0.00
N1 -1.26 -1.22 4.44  0.00
H7 0.03 1.07 -6.15  0.00
H8 -3.61 -3.51 -2.68  0.00
C7 0.87 1.44 -5.57  0.00
C8 3.87 0.81 3.34  0.00
Si1 2.85 0.12 -2.18  0.01
H9 4.89 0.45 3.17  0.00
C9 -4.47 3.30 1.02  0.00
N2 -0.61 -3.71 4.12  0.00
H10 -1.62 -4.44 2.43  0.00
H11 -0.97 -5.69 3.50  0.00
N3 -0.99 -0.33 -1.65  0.02
C10 3.42 -3.32 3.00  0.00
C11 3.07 -1.57 -3.01  0.00
H12 4.10 2.86 -1.50  0.00
H13 1.58 -4.65 -3.13  0.00
C12 -2.68 -3.31 -3.21  0.00
H14 4.16 -3.92 2.46  0.00
H15 3.91 1.63 4.07  0.00
H16 -3.30 -1.05 -4.66  0.00
C13 2.62 3.06 -5.22  0.00
H17 -2.92 4.78 1.42  0.00
C14 -2.22 0.43 -3.55  0.00
O1 1.66 0.02 -1.08  0.04
C15 -3.15 3.75 1.20  0.00
C16 -0.45 -3.87 5.56  0.00
H18 3.92 -2.88 3.86  0.00
C17 3.03 2.37 -4.08  0.00
N4 2.91 -2.30 2.09  0.00
H19 0.17 0.31 4.75  0.00
H20 1.43 -2.48 -1.95  0.00
C18 -1.46 -4.71 3.47  0.00
S1 -3.96 -0.57 0.09  0.00
H21 2.63 -3.99 3.36  0.00
C19 -3.65 1.03 0.54  0.00
H22 -1.11 3.08 1.20  0.00
C20 -2.71 -1.46 4.52  0.00
P1 -0.44 -2.23 3.44  0.00
H23 4.87 -3.15 -5.44  0.00
O2 -0.60 -2.28 1.97  0.02
C21 4.77 -0.30 -0.23  0.00
C22 -0.89 0.20 4.55  0.00
H24 5.69 0.01 0.29  0.00
H25 -1.93 -4.02 -2.84  0.00
H26 -2.43 -4.80 3.97  0.00
H27 4.54 -1.17 5.03  0.00
H28 -5.30 3.98 1.14  0.00
H29 -1.44 0.63 5.39  0.00
H30 4.69 -0.98 -4.31  0.00
H31 6.53 1.17 -1.79  0.00
C23 3.50 -0.85 5.12  0.00
H32 -2.84 -3.51 -4.27  0.00
H33 5.48 1.33 -3.22  0.00
V1 0.11 -0.03 -0.06  2.65
H34 5.95 -0.28 -2.64  0.00
N5 3.01 -0.26 3.87  0.00
Br1 -0.77 2.38 -2.08  0.03
C24 2.37 1.20 -3.65  0.00
C25 4.12 -3.01 -4.67  0.00
H35 -5.70 1.62 0.54  0.00
C26 -2.64 -0.85 -3.81  0.03
H36 -3.27 -0.83 3.84  0.00
H37 4.93 -1.32 -0.62  0.00
H38 -3.05 -1.26 5.55  0.00
C27 -1.39 0.64 -2.47  0.03
H39 0.14 -4.77 5.78  0.00
H40 0.07 -3.01 5.99  0.00
O3 1.07 -1.78 3.83  0.00
C28 4.21 2.08 -0.74  0.00
H41 3.87 2.75 -3.52  0.00
C29 1.29 0.76 -4.43  0.00
H42 3.32 -3.33 0.32  0.00
H43 0.77 -0.16 -4.15  0.00
C30 2.19 -2.62 -2.71  0.00
H44 3.44 -0.11 5.91  0.00
H45 1.69 -3.66 0.98  0.00
H46 3.96 -0.33 0.49  0.00
H47 1.23 3.13 -6.86  0.00
H48 2.06 -2.13 0.18  0.01
H49 2.88 -1.70 5.41  0.00
C31 -1.43 -1.57 -1.92  0.04
C32 -4.70 1.99 0.70  0.00
O4 -1.25 0.77 0.86  0.05
N6 -2.38 1.54 0.79  0.01
H50 3.16 3.95 -5.53  0.00
C33 2.28 -3.85 -3.37  0.00
H51 3.47 1.20 2.41  0.00
C34 4.02 -1.78 -4.02  0.00
O5 1.48 -0.07 1.82  0.02
P2 2.07 -1.06 2.78  0.00
C35 1.54 2.60 -5.97  0.00
H52 -1.42 -3.97 6.06  0.00
H53 -1.14 -2.33 -1.20  0.01

=====

Entry 4:
ORCA calculation (the ωB97M-V functional and the def2-TZVPD basis) on C35H53HgN5O2 as an isolated structure.

2S+1: 2
Maximum force, eV/Å: 0.9
Total charge: -1
Electronic energy, eV: -52876.3188

Each line ends with the Löwdin spin population.
Cartesian coordinates (Å):
C1 -2.95 -4.12 -2.03  0.38
H1 -4.50 2.38 3.15  0.00
C2 3.47 -1.26 -3.27  0.00
H2 -2.03 -5.14 0.95  0.00
H3 -2.48 4.11 -1.66  0.00
C3 0.69 -1.64 -4.21  0.00
C4 3.90 2.34 -0.98  0.00
H4 1.73 -3.26 3.76  0.00
C5 -2.60 3.21 -1.04  0.00
H5 -4.22 3.02 1.53  0.00
C6 1.21 0.90 1.83  0.00
N1 1.61 0.27 -0.49  0.00
H6 -3.73 -2.98 -3.68  -0.01
H7 -0.49 4.08 -0.43  0.00
H8 -0.75 -5.41 -0.23  0.00
C7 -2.97 1.31 2.00  0.00
H9 5.72 1.06 -2.37  0.00
H10 -4.71 2.95 -1.24  0.00
H11 3.14 -1.33 4.58  0.00
C8 -3.16 -2.95 -2.77  0.06
C9 -2.82 0.48 4.37  0.00
C10 0.83 -2.69 3.99  0.00
H12 -2.76 -0.60 -3.96  0.00
C11 -2.17 0.71 3.16  0.00
H13 0.11 -3.52 -2.30  0.00
C12 2.23 -0.74 4.77  0.00
H14 -3.05 3.33 2.83  0.00
H15 5.56 -0.97 -3.77  0.00
H16 -2.26 1.59 1.23  0.00
C13 3.74 0.94 -1.59  0.00
O1 -1.44 2.40 -1.16  0.00
H17 0.52 -2.95 5.01  0.00
H18 -3.86 0.78 4.47  0.00
C14 1.08 -3.02 -2.14  0.00
H19 2.47 0.32 4.64  0.00
H20 -4.65 -0.06 2.19  0.00
H21 -3.34 -5.09 -2.29  0.04
C15 -0.81 0.33 3.00  0.00
H22 -3.82 1.45 -0.97  0.00
C16 -2.17 -0.10 5.45  0.00
N2 -2.22 -4.03 -0.83  0.12
H23 5.30 3.17 -2.46  0.00
H24 5.93 2.15 -0.25  0.00
C17 4.80 0.48 -2.37  0.00
H25 -3.78 2.22 -2.56  0.00
N3 -0.16 0.62 1.82  0.00
C18 1.08 -1.61 -2.73  0.00
C19 -0.87 -0.54 5.26  0.00
O2 -0.93 -2.78 0.57  0.00
H26 4.27 4.37 -1.66  0.00
H27 3.60 3.30 -2.92  0.00
H28 4.73 1.71 0.95  0.00
C20 4.29 3.35 -2.07  0.00
H29 5.00 3.41 0.56  0.00
H30 0.83 2.41 -2.64  0.00
C21 -3.79 2.41 -1.48  0.00
H31 1.86 -3.63 -2.60  0.00
H32 -2.18 0.16 -2.62  0.00
H33 -2.67 -0.23 6.40  0.00
C22 0.50 3.36 -2.21  0.00
C23 -3.72 2.58 2.40  0.00
C24 -3.93 0.26 1.42  0.00
C25 -0.20 -0.39 4.05  0.00
H34 3.06 0.97 0.94  0.00
H35 1.42 -2.19 -4.81  0.00
C26 4.94 2.40 0.14  0.00
C27 2.54 0.15 -1.50  0.00
H36 1.65 1.26 2.75  0.00
H37 -0.29 -2.12 -4.33  0.00
C28 -1.82 -5.23 -0.12  0.01
H38 3.35 -2.09 -3.96  0.00
C29 -1.68 -2.84 -0.42  0.02
H39 1.95 -0.89 5.82  0.00
H40 2.94 2.66 -0.58  0.00
H41 0.63 -0.62 -4.61  0.00
C30 2.38 -0.87 -2.50  0.00
H42 0.38 2.56 -0.22  0.00
H43 1.43 -1.04 2.82  0.00
C31 2.02 0.77 0.76  0.00
H44 1.27 -2.99 -1.06  0.00
H45 0.29 -1.08 -2.23  0.00
H46 1.39 3.98 -2.03  0.00
Hg1 -0.53 -0.32 -0.12  0.00
C32 4.71 -0.63 -3.18  0.00
H47 -0.37 -1.07 6.07  0.00
N4 -1.95 -1.69 -1.13  0.11
H48 -0.14 3.88 -2.93  0.00
N5 -2.83 -0.53 -2.96  0.06
C33 -2.65 -1.77 -2.31  0.18
C34 -0.23 3.13 -0.91  0.00
H49 -2.71 3.53 0.00  0.00
H50 -2.37 -6.06 -0.53  0.00
H51 -4.49 0.66 0.57  0.00
C35 1.10 -1.18 3.84  0.00
H52 -3.38 -0.63 1.08  0.00
H53 0.04 -3.00 3.30  0.00